{"formula": "CH2O2S2", "method": "ωB97M-V with the def2-TZVPD basis set", "e_tot_ha": -985.915343, "e_homo_ev": [-9.904, -9.854], "gap_ha": [0.236, 0.235], "relative_energy_ev": 5.930, "symbols": ["C", "O", "O", "S", "S", "H", "H"], "positions_angstrom": [[0.75075, 0.25086, -0.50290], [0.77455, 2.14880, 1.29464], [0.46002, -0.15970, 2.11614], [-1.12349, -2.17626, -0.75588], [0.41249, 0.77946, 1.04568], [0.27823, 0.84250, -1.27805], [-1.55255, -1.68565, -1.91962]], "nbo_charge": [-0.51, -0.82, -0.80, -0.16, 1.99, 0.20, 0.11]}

---

{"formula": "C30H42ClF5N3O3S", "method": "ωB97M-V with the def2-TZVPD basis set", "smiles": "COCCCC[N@H+]1[C@H](CCCCS(=O)(=O)Cl)CN(c2cccnc2)C[C@@]1(CCCC(F)(F)C(F)(F)F)Cc1ccccc1", "e_tot_ha": -2915.815726, "e_homo_ev": -11.480, "gap_ha": 0.326, "total_charge": 1, "symbols": ["C", "O", "C", "C", "C", "C", "N", "C", "C", "C", "C", "C", "S", "O", "O", "Cl", "C", "N", "C", "C", "C", "C", "N", "C", "C", "C", "C", "C", "C", "C", "F", "F", "C", "F", "F", "F", "C", "C", "C", "C", "C", "C", "C", "H", "H", "H", "H", "H", "H", "H", "H", "H", "H", "H", "H", "H", "H", "H", "H", "H", "H", "H", "H", "H", "H", "H", "H", "H", "H", "H", "H", "H", "H", "H", "H", "H", "H", "H", "H", "H", "H", "H", "H", "H", "H"], "positions_angstrom": [[7.27205, 0.54172, 0.59052], [5.95713, 0.42786, 1.10289], [5.12296, -0.46669, 0.40993], [3.86816, -0.67829, 1.25291], [2.68470, 0.21966, 0.83636], [2.00119, -0.43433, -0.35252], [0.76850, 0.17401, -1.02347], [0.10985, -0.93027, -1.84095], [1.05572, -1.63376, -2.82964], [0.93741, -3.16024, -2.72616], [1.55068, -3.69860, -1.44020], [1.37574, -5.20759, -1.27051], [1.39682, -5.62439, 0.45736], [1.30017, -7.02997, 0.63844], [2.37468, -4.81343, 1.11185], [-0.43096, -4.82420, 0.95567], [-1.13599, -0.45175, -2.55420], [-2.07853, 0.05663, -1.57744], [-3.39012, 0.26301, -2.10965], [-3.93479, 1.49524, -2.44391], [-5.23421, 1.52791, -2.94086], [-5.92965, 0.33599, -3.09476], [-5.40851, -0.84987, -2.77820], [-4.17967, -0.87548, -2.29034], [-1.47592, 1.22876, -0.98882], [-0.25167, 0.90692, -0.12203], [0.34368, 2.28018, 0.24343], [-0.30641, 2.99281, 1.42346], [0.40153, 4.32787, 1.68288], [-0.23092, 5.10251, 2.81519], [0.38759, 6.30696, 2.95731], [-1.54802, 5.35533, 2.53964], [-0.17381, 4.38122, 4.20586], [0.88927, 3.52780, 4.24515], [-0.05181, 5.26308, 5.20659], [-1.28961, 3.63576, 4.39725], [-0.61178, -0.00507, 1.08798], [-2.07314, -0.15584, 1.44738], [-2.74388, 0.78390, 2.22288], [-4.08075, 0.60988, 2.54455], [-4.76270, -0.51218, 2.10995], [-4.09432, -1.47266, 1.36252], [-2.76265, -1.29016, 1.03933], [7.35256, 1.39140, -0.09212], [7.57073, -0.36320, 0.05643], [7.95039, 0.69384, 1.42664], [4.86472, -0.04095, -0.57462], [5.63954, -1.41501, 0.22628], [4.12791, -0.42160, 2.27716], [3.56974, -1.72788, 1.21218], [2.02463, 0.34604, 1.68604], [3.11078, 1.18201, 0.55619], [1.72173, -1.45229, -0.09702], [2.75229, -0.51048, -1.13670], [1.09948, 0.87755, -1.68744], [-0.23594, -1.64187, -1.08922], [0.75113, -1.34010, -3.83732], [2.09694, -1.33462, -2.73431], [1.41975, -3.60830, -3.59634], [-0.12148, -3.43338, -2.76404], [1.02672, -3.23844, -0.60217], [2.60681, -3.44019, -1.37346], [0.39855, -5.52474, -1.63143], [2.17008, -5.79911, -1.72198], [-0.90466, 0.29413, -3.33224], [-1.55156, -1.32995, -3.05117], [-3.38486, 2.42084, -2.33028], [-5.69073, 2.47220, -3.20403], [-6.94154, 0.33732, -3.47856], [-3.77701, -1.84370, -2.00984], [-1.14415, 1.92295, -1.78302], [-2.19116, 1.76950, -0.37200], [0.24233, 2.93336, -0.63064], [1.40475, 2.20778, 0.43596], [-1.35547, 3.20094, 1.20147], [-0.25188, 2.38400, 2.32281], [0.37088, 4.95995, 0.79590], [1.44314, 4.14615, 1.95189], [-0.06964, 0.34234, 1.96476], [-0.23065, -1.01184, 0.90235], [-2.23137, 1.65815, 2.60242], [-4.57743, 1.35771, 3.14814], [-5.80530, -0.63808, 2.36698], [-4.61377, -2.36430, 1.03838], [-2.25498, -2.04838, 0.45433]], "lowdin_charge": [-0.09, -0.19, -0.24, -0.13, -0.16, -0.10, 0.04, -0.22, -0.13, -0.17, -0.26, -0.28, 0.36, -0.30, -0.33, 0.41, -0.11, -0.08, -0.21, 0.00, -0.05, -0.13, 0.08, -0.09, -0.13, -0.30, -0.12, -0.17, -0.07, -0.42, 0.12, 0.11, -0.49, 0.14, 0.18, 0.15, -0.04, -0.22, -0.03, -0.06, -0.07, -0.06, -0.06, 0.09, 0.09, 0.09, 0.12, 0.13, 0.13, 0.12, 0.11, 0.12, 0.11, 0.12, 0.19, 0.13, 0.12, 0.11, 0.13, 0.13, 0.04, 0.13, 0.10, 0.12, 0.15, 0.14, 0.11, 0.11, 0.11, 0.12, 0.14, 0.14, 0.13, 0.10, 0.12, 0.10, 0.14, 0.14, 0.12, 0.11, 0.09, 0.11, 0.11, 0.11, 0.10]}

---

{"formula": "C47H54BrClIN6O2SSiTi", "method": "ωB97M-V with the def2-TZVPD basis set", "e_tot_ha": -7171.561568, "e_homo_ev": [-7.116, -7.437], "spin_multiplicity": 2, "gap_ha": [0.241, 0.239], "relative_energy_ev": 0.000, "symbols": ["Ti", "O", "C", "O", "C", "C", "C", "C", "C", "C", "C", "C", "C", "N", "H", "H", "H", "H", "H", "H", "S", "C", "N", "N", "C", "C", "C", "C", "C", "C", "N", "N", "C", "C", "C", "C", "C", "C", "H", "H", "H", "H", "H", "H", "H", "H", "H", "H", "H", "I", "C", "C", "C", "C", "C", "N", "H", "H", "H", "H", "Cl", "C", "C", "C", "C", "C", "C", "C", "H", "H", "H", "H", "H", "H", "C", "C", "C", "C", "Si", "Br", "C", "C", "C", "C", "C", "C", "C", "C", "H", "H", "H", "H", "H", "H", "H", "H", "H", "H", "H", "H", "H", "H", "H", "H", "H", "H", "H", "H", "H", "H", "H", "H", "H", "H", "H"], "positions_angstrom": [[0.74922, -0.10664, -0.56207], [-0.92984, 3.44374, -0.56046], [-0.09032, 2.61578, -0.35318], [0.09232, 1.50241, -1.06837], [0.89620, 2.74970, 0.77495], [0.96924, 3.95900, 1.48545], [1.93455, 4.08073, 2.43461], [2.81602, 3.00370, 2.67662], [3.86076, 3.08453, 3.62991], [4.68528, 2.02085, 3.84076], [4.50122, 0.82461, 3.10543], [3.50714, 0.71791, 2.17704], [2.63987, 1.81015, 1.93714], [1.66450, 1.70827, 0.98453], [0.26708, 4.74548, 1.24566], [2.04876, 4.99815, 3.00182], [3.99219, 4.00988, 4.18267], [5.48380, 2.08670, 4.57018], [5.16003, -0.01706, 3.28019], [3.37095, -0.19500, 1.61882], [0.80131, -1.45615, 1.39444], [2.26483, -2.24686, 0.78194], [2.66999, -3.34136, 1.46406], [3.71430, -4.02587, 1.01333], [4.29640, -4.10925, -0.27412], [5.64576, -4.43307, -0.36503], [6.25413, -4.56196, -1.60753], [5.51993, -4.37107, -2.76815], [4.16290, -4.07624, -2.67214], [3.54803, -3.95388, -1.43882], [2.97996, -1.76643, -0.20856], [2.58949, -0.57325, -0.74391], [3.61599, 0.08578, -1.48407], [4.82645, -0.53916, -1.77225], [5.77344, 0.10229, -2.56027], [5.53851, 1.37563, -3.05939], [4.34775, 2.01403, -2.73654], [3.40003, 1.38002, -1.95134], [4.14882, -4.55989, 1.74214], [6.22455, -4.56720, 0.54403], [7.30818, -4.80694, -1.66287], [5.99411, -4.46008, -3.73801], [3.57220, -3.95172, -3.57280], [2.49008, -3.74248, -1.36963], [5.00767, -1.53519, -1.39085], [6.70629, -0.40419, -2.78356], [6.27247, 1.86931, -3.68505], [4.14837, 3.01538, -3.10344], [2.47891, 1.89307, -1.72074], [0.00226, 2.46854, -4.42986], [1.20303, 0.77998, -4.74040], [1.67069, 0.57402, -6.03511], [2.50235, -0.50673, -6.26425], [2.82223, -1.34174, -5.20448], [2.28761, -1.05599, -3.96493], [1.49272, -0.00781, -3.71795], [1.38823, 1.24920, -6.83011], [2.89642, -0.69048, -7.25722], [3.47468, -2.19607, -5.33347], [2.49968, -1.69686, -3.11306], [-3.57591, -0.41107, -6.53250], [-2.62207, -0.76535, -5.11564], [-1.59017, -1.68461, -5.19377], [-0.84058, -1.96215, -4.05952], [-1.08153, -1.32752, -2.84143], [-0.27048, -1.64191, -1.61452], [-2.13173, -0.41019, -2.80166], [-2.90301, -0.12909, -3.92045], [-1.38111, -2.18537, -6.13195], [-0.04636, -2.69908, -4.12474], [0.43228, -2.45119, -1.81311], [-0.94151, -1.98328, -0.82545], [-2.33960, 0.11908, -1.87807], [-3.70888, 0.59318, -3.86935], [-2.85366, 3.32640, 2.45361], [-4.15242, 2.50377, 2.33498], [-4.81282, 2.93767, 1.01503], [-5.08222, 2.87072, 3.50537], [-3.81611, 0.62966, 2.35004], [-1.96380, 0.37585, 0.99429], [-3.22329, -0.05185, 4.02977], [-2.47106, -1.38935, 3.89437], [-4.43165, -0.26165, 4.96216], [-2.24389, 0.93209, 4.69401], [-5.15577, -0.42013, 1.49382], [-5.16263, -0.21525, -0.03353], [-6.54008, -0.04986, 2.05971], [-4.92001, -1.92085, 1.73307], [-3.12328, 4.39039, 2.49927], [-2.21464, 3.19090, 1.58074], [-2.27455, 3.09232, 3.34753], [-4.95281, 4.02560, 1.03709], [-5.79277, 2.48449, 0.85683], [-4.17399, 2.70836, 0.15559], [-5.32201, 3.93914, 3.44850], [-4.61141, 2.69212, 4.47532], [-6.02750, 2.31749, 3.48097], [-3.08836, -2.18847, 3.48592], [-2.14562, -1.70215, 4.89491], [-1.57861, -1.29837, 3.27307], [-5.10059, -1.04382, 4.59165], [-5.02298, 0.64904, 5.09912], [-4.07407, -0.57698, 5.94986], [-1.38379, 1.13961, 4.04890], [-1.86218, 0.47775, 5.61667], [-2.71600, 1.87893, 4.96505], [-5.34777, 0.81877, -0.32880], [-5.95990, -0.83445, -0.46417], [-4.22081, -0.53393, -0.48445], [-6.81740, 0.98372, 1.84150], [-6.59498, -0.19065, 3.14484], [-7.29809, -0.69724, 1.60246], [-3.92699, -2.23471, 1.39622], [-5.66103, -2.48800, 1.15640], [-5.03752, -2.20076, 2.78272]], "lowdin_spin": [0.08, 0.00, 0.00, 0.00, 0.00, 0.00, 0.00, 0.00, 0.00, 0.00, 0.00, 0.00, 0.00, 0.00, 0.00, 0.00, 0.00, 0.00, 0.00, 0.00, 0.00, -0.01, 0.36, 0.20, 0.00, 0.03, 0.00, 0.03, 0.00, 0.03, 0.20, 0.05, 0.00, 0.00, 0.00, 0.00, 0.00, 0.00, 0.00, 0.00, 0.00, 0.00, 0.00, 0.00, 0.00, 0.00, 0.00, 0.00, 0.00, 0.00, 0.00, 0.00, 0.00, 0.00, 0.00, 0.00, 0.00, 0.00, 0.00, 0.00, 0.00, 0.00, 0.00, 0.00, 0.00, 0.00, 0.00, 0.00, 0.00, 0.00, 0.00, 0.00, 0.00, 0.00, 0.00, 0.00, 0.00, 0.00, 0.00, 0.00, 0.00, 0.00, 0.00, 0.00, 0.00, 0.00, 0.00, 0.00, 0.00, 0.00, 0.00, 0.00, 0.00, 0.00, 0.00, 0.00, 0.00, 0.00, 0.00, 0.00, 0.00, 0.00, 0.00, 0.00, 0.00, 0.00, 0.00, 0.00, 0.00, 0.00, 0.00, 0.00, 0.00, 0.00, 0.00]}

---

{"formula": "C5H16N3", "method": "ωB97M-V with the def2-TZVPD basis set", "e_tot_ha": -364.122496, "e_homo_ev": -11.992, "gap_ha": 0.324, "total_charge": 1, "relative_energy_ev": 1.438, "symbols": ["C", "N", "C", "N", "H", "H", "H", "H", "H", "H", "C", "C", "N", "C", "H", "H", "H", "H", "H", "H", "H", "H", "H", "H"], "positions_angstrom": [[-0.34403, -3.53478, 0.36937], [-0.48851, -2.11292, 0.65558], [-1.69520, -1.49399, 0.61074], [-1.86323, -0.22559, 0.52825], [0.53580, -3.91902, 0.88484], [-1.21220, -4.05602, 0.76670], [-0.24194, -3.74403, -0.69675], [0.32762, -1.55560, 0.48770], [-2.52680, -2.19932, 0.65176], [-2.85805, -0.04629, 0.55554], [1.95542, 0.20678, -1.08904], [0.78143, 0.98726, -0.53570], [1.17070, 2.43138, -0.33842], [0.03109, 3.32441, 0.05040], [2.74541, 0.10668, -0.34166], [1.64270, -0.78477, -1.40465], [2.37789, 0.70638, -1.96287], [-0.08922, 0.99255, -1.18793], [0.43282, 0.66774, 0.44263], [1.59099, 2.78387, -1.19938], [1.89170, 2.48165, 0.38387], [-0.65174, 3.39783, -0.78954], [0.43654, 4.29721, 0.31332], [-0.46921, 2.85452, 0.89450]], "nbo_charge": [-0.41, -0.60, 0.30, -0.79, 0.21, 0.22, 0.19, 0.37, 0.16, 0.36, -0.65, -0.23, -0.49, -0.41, 0.23, 0.25, 0.22, 0.24, 0.25, 0.43, 0.43, 0.24, 0.24, 0.25]}